# 1
Computed, not measured: a molecular structure, C42H36GeKN11O3S2, with ωB97M-V with the def2-TZVPD basis set.

```
! RIJCOSX wB97M-V def2-TZVPD def2/J DEFGRID3
* xyz -1 2
K 0.36 0.93 0.07
N 4.43 2.63 0.60
C 3.18 2.68 1.10
N 2.64 1.50 1.05
C 3.60 0.74 0.44
N 4.71 1.39 0.17
C 3.39 -0.68 0.09
C 4.33 -1.37 -0.67
N 4.18 -2.65 -0.98
C 3.06 -3.23 -0.56
C 2.10 -2.54 0.17
N 2.27 -1.27 0.52
H 5.04 3.38 0.37
H 2.72 3.57 1.50
H 5.22 -0.86 -1.02
H 2.91 -4.27 -0.83
H 1.19 -3.02 0.50
O -1.62 0.21 1.12
C -1.19 -0.45 2.13
C -1.38 -1.85 2.27
C -0.83 -2.58 3.30
C -0.06 -1.95 4.29
C 0.08 -0.57 4.23
C -0.48 0.20 3.20
C -0.39 1.66 3.26
N -0.52 2.53 2.28
C -0.38 3.79 2.84
C -0.15 3.68 4.17
N -0.16 2.33 4.43
H -1.99 -2.34 1.52
H -0.99 -3.65 3.35
H 0.40 -2.51 5.09
H 0.68 -0.08 5.00
H -0.45 4.68 2.23
H 0.00 4.42 4.95
H -0.08 1.90 5.33
N -2.15 2.70 -0.21
C -2.64 1.84 -0.91
H -1.48 2.65 0.58
C -1.10 -1.49 -1.37
Ge -2.60 -0.21 -1.18
C -3.16 -0.01 -3.09
C -2.17 0.30 -4.03
C -2.49 0.61 -5.35
C -3.82 0.62 -5.75
C -4.82 0.30 -4.83
C -4.49 -0.01 -3.52
C -4.12 -1.13 -0.33
C -3.98 -2.48 -0.18
C -4.98 -3.29 0.42
C -6.14 -2.72 0.85
C -6.35 -1.33 0.70
C -7.57 -0.73 1.13
C -7.79 0.60 0.96
C -6.80 1.41 0.35
C -5.62 0.86 -0.06
C -5.35 -0.52 0.10
H -1.46 -2.30 -2.01
H -0.79 -1.89 -0.41
H -0.25 -1.04 -1.87
H -1.12 0.30 -3.73
H -1.71 0.85 -6.05
H -4.08 0.86 -6.77
H -5.86 0.30 -5.14
H -5.28 -0.25 -2.81
H -3.07 -2.97 -0.51
H -4.82 -4.35 0.52
H -6.91 -3.33 1.32
H -8.32 -1.37 1.59
H -8.73 1.04 1.29
H -6.98 2.47 0.22
H -4.88 1.49 -0.53
N -0.42 4.82 -7.09
C 0.11 4.26 -5.93
C -0.73 3.78 -4.93
C -0.21 3.25 -3.76
C 1.17 3.19 -3.58
C 2.02 3.67 -4.57
C 1.50 4.21 -5.74
S 1.80 2.47 -2.10
O 3.21 2.78 -2.07
O 0.99 3.00 -1.02
N 1.47 0.93 -2.19
C 2.24 0.08 -2.94
S 3.75 0.51 -3.77
C 3.88 -1.11 -4.35
C 2.84 -1.84 -3.90
N 1.92 -1.18 -3.11
H -1.36 4.53 -7.31
H 0.19 4.81 -7.89
H -1.81 3.82 -5.07
H -0.88 2.89 -2.98
H 3.09 3.62 -4.41
H 2.16 4.58 -6.51
H 4.71 -1.43 -4.96
H 2.69 -2.89 -4.09
*
```

Computed properties:
⟨S²⟩: 0.75
HOMO energy (alpha / beta): -3.50 / -4.64 eV

The net atomic charges from Mulliken, expressed in e, are: K 2.084; N 0.188; C -0.535; N -0.333; C 0.204; N -0.724; C 0.517; C -0.390; N -0.604; C -0.640; C -0.089; N -0.197; H 0.260; H 0.525; H 0.505; H 0.382; H 0.428; O -0.569; C 0.376; C -0.564; C -0.620; C -1.075; C -0.814; C 1.137; C -0.230; N 0.206; C -0.770; C -0.805; N -0.082; H 0.416; H 0.417; H 0.348; H 0.375; H 0.459; H 0.446; H 0.201; N -0.321; C -0.445; H 0.334; C -0.452; Ge 3.476; C -0.924; C -0.108; C -0.769; C -0.604; C -0.705; C -0.169; C 0.543; C -0.614; C -0.921; C -0.960; C 0.839; C -0.879; C -0.485; C -1.102; C -0.069; C 0.126; H 0.575; H -0.271; H -0.093; H 0.318; H 0.481; H 0.354; H 0.391; H 0.286; H 0.317; H 0.409; H 0.338; H 0.350; H 0.380; H 0.426; H 0.404; N -0.595; C 1.059; C -0.842; C -0.426; C -0.813; C -0.354; C -0.848; S 1.197; O -0.730; O -0.872; N 0.309; C -0.371; S -0.087; C -0.175; C -0.981; N -0.278; H 0.218; H 0.206; H 0.311; H 0.543; H 0.498; H 0.316; H 0.431; H 0.402

---

# 2
Computed, not measured: a molecular structure, C29H28FKN4O5, with ωB97M-V with the def2-TZVPD basis set.

```
! RIJCOSX wB97M-V def2-TZVPD def2/J DEFGRID3
* xyz -2 1
K -0.12 -1.61 0.91
O 2.06 0.46 6.60
C 1.23 0.30 5.51
C 0.64 -0.91 5.22
C -0.17 -0.97 4.09
N -0.37 0.08 3.27
C 0.18 1.26 3.60
C 0.99 1.40 4.72
C -0.06 2.49 2.72
O -0.07 3.58 3.34
O -0.27 2.29 1.50
C -0.89 -2.32 3.80
O -0.88 -3.15 4.73
O -1.42 -2.43 2.67
H 2.11 -0.40 7.03
H 0.74 -1.81 5.82
H 1.39 2.38 4.95
C -2.47 2.79 -1.02
C -2.70 1.32 -0.78
C -2.28 0.33 -1.68
C -1.55 0.73 -2.95
C -2.52 -1.02 -1.39
C -2.01 -2.10 -2.34
C -3.17 -1.38 -0.21
C -3.34 -2.84 0.18
C -3.59 -0.39 0.69
C -4.27 -0.82 1.97
C -3.32 0.95 0.43
C -3.61 2.02 1.45
H -1.61 3.15 -0.45
H -3.32 3.38 -0.69
H -2.31 3.01 -2.08
H -0.99 1.65 -2.83
H -2.24 0.86 -3.80
H -0.82 -0.02 -3.25
H -1.01 -2.47 -2.09
H -1.97 -1.74 -3.37
H -2.67 -2.97 -2.34
H -2.64 -3.49 -0.35
H -4.35 -3.21 -0.05
H -3.15 -3.00 1.24
H -3.54 -1.11 2.73
H -4.90 -1.70 1.80
H -4.90 -0.03 2.38
H -3.77 1.61 2.44
H -4.49 2.63 1.20
H -2.75 2.69 1.54
N 8.21 -1.21 -5.68
C 7.28 -0.94 -5.05
C 6.09 -0.57 -4.26
C 5.65 0.74 -4.27
C 4.54 1.10 -3.53
C 3.87 0.14 -2.77
C 4.32 -1.18 -2.75
C 5.42 -1.52 -3.50
N 2.75 0.53 -2.02
C 2.43 1.81 -1.55
C 1.29 1.67 -0.85
N 0.86 0.34 -0.90
C 1.75 -0.32 -1.57
H 6.17 1.48 -4.86
H 4.17 2.11 -3.56
H 3.81 -1.91 -2.13
H 5.78 -2.55 -3.49
H 3.09 2.66 -1.69
H 0.75 2.39 -0.24
H 1.71 -1.41 -1.70
F 1.22 -2.80 -0.49
*
```

Computed properties:
HOMO energy: -2.95 eV

The net atomic charges from Mulliken, expressed in e, are: K 0.844; O -0.575; C 1.233; C -0.628; C -0.202; N 0.037; C 0.171; C -0.667; C -0.090; O -0.804; O -0.444; C 0.273; O -0.827; O -0.572; H 0.277; H 0.385; H 0.475; C -2.438; C 0.905; C 1.759; C -2.741; C 0.949; C -2.387; C 1.428; C -2.368; C 0.884; C -2.418; C 1.509; C -2.410; H 0.210; H 0.474; H 0.520; H 0.483; H 0.373; H 0.471; H 0.264; H 0.499; H 0.525; H 0.342; H 0.307; H 0.477; H 0.233; H 0.451; H 0.546; H 0.398; H 0.309; H 0.423; N -0.573; C 0.095; C 0.523; C -0.830; C -0.451; C 0.850; C -0.410; C -0.840; N 0.266; C -0.510; C -0.894; N 0.507; C -0.488; H 0.401; H 0.371; H 0.584; H 0.407; H 0.384; H 0.386; H 0.274; F -0.918

---

# 3
Computed, not measured: a molecular structure, C20H56F6O16PS8, with ωB97M-V with the def2-TZVPD basis set.

```
! RIJCOSX wB97M-V def2-TZVPD def2/J DEFGRID3
* xyz -1 1
P 0.27 0.06 -0.02
F -0.74 -0.20 1.23
F 1.26 -1.16 0.48
F -0.58 -1.07 -0.86
F 1.44 0.20 -1.14
F -0.54 1.32 -0.62
F 1.12 0.97 0.98
O -1.36 -5.00 0.45
S -1.20 -4.68 -0.96
O -1.50 -5.61 -2.09
O -2.01 -3.21 -1.11
C -2.17 -2.80 -2.45
C -3.58 -2.30 -2.42
C 0.41 -3.94 -1.25
H -2.23 -3.63 -3.15
H -1.44 -2.06 -2.76
H -3.53 -1.41 -1.79
H -4.33 -3.00 -2.05
H -4.00 -1.96 -3.37
H 0.44 -3.68 -2.31
H 1.10 -4.73 -0.98
H 0.41 -3.02 -0.66
O 2.20 5.14 -0.68
S 2.00 3.83 -1.30
O 1.86 3.69 -2.76
O 3.17 2.84 -0.69
C 4.05 2.23 -1.66
C 5.54 2.32 -1.26
C 0.59 2.76 -0.62
H 3.98 2.69 -2.65
H 3.87 1.18 -1.89
H 5.79 1.73 -0.38
H 5.91 3.33 -1.11
H 6.21 1.91 -2.02
H 0.68 2.57 0.45
H 0.58 1.76 -1.05
H -0.39 3.19 -0.82
O -5.45 -0.22 1.29
S -4.74 -1.14 0.38
O -5.54 -2.15 -0.28
O -3.78 -0.20 -0.64
C -3.74 1.18 -0.58
C -2.41 1.61 -0.87
C -3.30 -1.96 1.27
H -4.15 1.57 0.35
H -4.46 1.53 -1.33
H -1.82 1.20 -0.05
H -2.32 2.69 -0.77
H -1.89 1.20 -1.73
H -2.60 -1.15 1.49
H -2.79 -2.67 0.62
H -3.76 -2.47 2.12
O -2.39 3.24 3.86
S -1.70 2.99 2.59
O -2.55 3.13 1.36
O -0.37 4.07 2.42
C -0.28 4.95 1.29
C 1.11 5.60 1.10
C -0.80 1.44 2.56
H -1.05 5.71 1.43
H -0.71 4.45 0.43
H 1.84 4.90 1.49
H 1.29 6.57 1.58
H 1.37 5.77 0.05
H -0.02 1.40 3.33
H -0.44 1.27 1.55
H -1.47 0.59 2.67
C -0.09 -1.56 3.15
S -1.52 -2.55 3.84
O -2.82 -1.81 3.69
C -1.46 -3.89 2.58
H 0.87 -1.93 3.50
H -0.24 -0.51 3.41
H -0.04 -1.49 2.06
H -1.96 -4.73 3.05
H -0.46 -4.28 2.39
H -2.05 -3.64 1.70
C 2.66 -1.61 -2.27
S 4.25 -2.45 -1.77
O 5.38 -1.59 -2.23
C 3.90 -2.07 0.00
H 2.74 -1.71 -3.35
H 2.65 -0.57 -1.97
H 1.97 -2.33 -1.84
H 3.14 -2.81 0.24
H 3.58 -1.03 0.06
H 4.82 -2.41 0.48
C 2.79 -0.28 4.46
S 3.18 -1.75 3.36
O 2.23 -2.84 3.89
C 2.47 -1.08 1.79
H 1.76 -0.07 4.75
H 3.32 0.58 4.05
H 3.25 -0.42 5.44
H 1.41 -0.89 1.95
H 2.61 -1.75 0.95
H 3.04 -0.18 1.58
C -2.87 0.40 -3.55
S -1.20 0.82 -4.31
O -1.36 2.25 -4.72
C -0.26 0.99 -2.73
H -2.79 -0.55 -3.03
H -3.61 0.30 -4.34
H -3.23 1.08 -2.77
H 0.83 0.95 -2.73
H -0.61 0.14 -2.14
H -0.66 1.92 -2.31
*
```

Computed properties:
HOMO energy: -6.54 eV

Atomic partial charges in e from the Mulliken method, atoms 1 to 99: P 3.048; F -0.967; F -0.109; F -0.100; F -0.327; F -0.988; F -1.145; O -0.633; S 1.105; O -0.669; O -0.463; C 0.022; C -0.823; C -0.761; H 0.652; H 0.042; H -0.374; H 0.462; H 0.388; H 0.418; H 0.649; H -0.449; O -0.693; S 1.235; O -0.709; O -0.218; C 0.299; C -1.557; C -0.415; H 0.419; H -0.086; H 0.314; H 0.383; H 0.396; H 0.360; H -0.361; H 0.392; O -0.705; S 1.246; O -0.629; O -1.106; C -1.190; C 0.838; C 0.080; H 0.757; H 0.391; H 1.054; H -0.262; H -0.758; H -0.463; H -0.261; H 0.980; O -0.707; S 1.246; O -0.625; O -0.480; C 0.308; C -1.496; C -1.231; H 0.556; H 0.082; H 0.227; H 0.429; H 0.366; H 0.315; H 0.778; H 0.426; C 1.170; S 0.135; O -0.557; C -0.524; H 0.360; H -0.401; H -0.975; H 0.547; H 0.358; H -0.110; C 0.383; S 0.308; O -0.627; C -0.387; H 0.596; H -0.599; H -0.599; H 0.350; H -0.256; H 0.470; C -0.840; S 0.271; O -0.662; C 0.728; H 0.188; H 0.332; H 0.477; H -0.083; H -1.003; H 0.297; C -0.041; S 0.325

---

# 4
Computed, not measured: a single C5H8O molecule, with ωB97M-V with the def2-TZVPD basis set.

```
! RIJCOSX wB97M-V def2-TZVPD def2/J DEFGRID3
* xyz 0 1
C -1.71 -0.31 -0.32
C -1.21 1.08 -0.29
C -0.44 -0.08 0.43
C 0.82 -0.57 -0.18
C 2.11 -0.33 0.47
O 1.57 -1.65 0.39
H -1.54 -0.78 -1.28
H -2.66 -0.57 0.15
H -1.75 1.74 0.39
H -0.71 1.56 -1.11
H -0.36 0.58 1.27
H 0.79 -0.64 -1.27
H 2.98 -0.11 -0.14
H 2.10 0.09 1.47
*
```

Computed properties:
HOMO energy: -9.57 eV

The net atomic charges from Mulliken, expressed in e, are: C -0.540; C -0.628; C -0.108; C 0.135; C -0.429; O -0.447; H 0.200; H 0.252; H 0.255; H 0.250; H 0.255; H 0.325; H 0.235; H 0.245

---

Energy in eV, matching the order above: -161185.7506; -65772.8079; -166661.2589; -7359.0356
Largest force on an atom in eV Å⁻¹, matching the order above: 1.31; 1.68; 10.60; 2.41